No. 1
Molecular formula: C34H42BN9ReS
Method: DFT, ωB97M-V/def2-TZVPD

Each line ends with the Mulliken spin population.
Geometry (Å):
Re -0.2140 0.3576 0.9409  0.865
C 1.0494 4.7106 0.0317  0.006
C 0.6487 3.3779 -0.1993  -0.006
N 0.1040 2.6336 0.7319  -0.010
C -0.1324 3.1909 1.9643  -0.024
C 0.3162 4.4722 2.3079  -0.003
C 0.9254 5.2352 1.2840  -0.003
C 0.1164 4.9277 3.6374  0.008
C -0.5171 4.1209 4.5374  -0.003
C -1.0588 2.8677 4.1598  0.014
C -0.9272 2.4180 2.8698  0.031
N -1.5237 1.3156 2.2774  0.000
C -2.8658 1.1163 2.2197  0.012
C -3.8440 1.3696 3.1598  -0.005
C -5.1984 1.1116 2.8539  0.001
C -5.5929 0.6374 1.6340  0.000
C -4.6204 0.4263 0.6234  0.002
C -4.9218 0.0184 -0.6959  0.001
C -3.9256 -0.0523 -1.6246  0.003
C -2.6052 0.2616 -1.2491  0.009
N -2.2772 0.5814 -0.0152  0.082
C -3.2708 0.6624 0.9250  0.013
H 1.4687 5.2865 -0.7813  0.001
H 0.7935 2.9183 -1.1694  -0.008
H 1.2732 6.2375 1.5057  0.000
H 0.4647 5.9140 3.9176  0.001
H -0.6368 4.4518 5.5614  0.000
H -1.5685 2.2600 4.8945  0.001
H -3.5824 1.7563 4.1340  0.000
H -5.9428 1.2914 3.6199  0.000
H -6.6356 0.4438 1.4176  0.000
H -5.9478 -0.2100 -0.9601  0.000
H -4.1308 -0.3373 -2.6477  0.000
H -1.8019 0.2596 -1.9758  -0.012
B 3.0638 -0.1027 2.7612  0.012
N 2.8884 0.5080 1.3441  -0.017
C 3.9296 1.0787 0.7232  -0.009
C 3.6137 1.2693 -0.6076  0.020
C 2.3134 0.7826 -0.7170  0.045
N 1.8862 0.3251 0.4654  0.036
N 1.6895 -0.4975 3.3702  -0.012
C 1.5846 -1.1361 4.5388  0.008
C 0.2479 -1.3413 4.8243  -0.004
C -0.4197 -0.7808 3.7437  -0.007
N 0.4572 -0.2684 2.8719  0.073
H 3.7342 -1.1088 2.6770  0.001
H 3.5999 0.7390 3.4464  0.000
H 4.8317 1.2929 1.2715  0.001
H 4.2323 1.6963 -1.3780  0.001
H 1.6571 0.7246 -1.5708  -0.061
H 2.4703 -1.4014 5.0920  0.001
H -0.1761 -1.8360 5.6802  0.000
H -1.4748 -0.7189 3.5457  0.010
C -0.1937 -3.5232 -0.9161  -0.007
C 0.1389 -2.7802 0.3846  0.037
C 1.6587 -2.7082 0.5228  0.002
C -0.4274 -3.5692 1.5748  -0.001
C -0.5595 -1.4220 0.3686  -0.091
H 0.3060 -4.4963 -0.9440  -0.001
H 0.1465 -2.9401 -1.7787  0.004
H -1.2706 -3.6871 -1.0110  0.000
H 2.0793 -3.7184 0.5292  0.000
H 1.9503 -2.2160 1.4495  -0.001
H 2.1004 -2.1594 -0.3106  0.002
H -0.0235 -4.5865 1.5763  -0.001
H -1.5183 -3.6288 1.5243  -0.001
H -0.1555 -3.0884 2.5144  0.004
H -1.5216 -1.5737 -0.1430  -0.021
C -1.2493 -2.0785 -4.2557  0.003
N 0.1659 -2.0096 -4.5884  0.001
C 0.7702 -3.2616 -5.0275  0.000
C 0.8731 -0.8820 -4.3769  -0.001
S 0.2267 0.4596 -3.6016  0.000
N 2.1846 -0.9206 -4.8375  0.000
C 2.3469 -1.0003 -6.2884  0.000
C 3.1360 -0.0049 -4.2289  0.000
H -1.8666 -1.7047 -5.0765  0.000
H -1.4523 -1.4809 -3.3722  -0.002
H -1.5085 -3.1163 -4.0577  0.000
H 0.4193 -4.0652 -4.3798  0.000
H 1.8500 -3.1964 -4.9494  0.000
H 0.4947 -3.5023 -6.0573  0.000
H 1.5196 -1.5386 -6.7424  0.000
H 3.2775 -1.5148 -6.5317  0.000
H 2.3804 0.0050 -6.7231  0.000
H 3.0967 -0.0945 -3.1474  -0.001
H 2.9445 1.0374 -4.5052  0.000
H 4.1330 -0.2906 -4.5659  0.000

Summary:
**HOMO (spin up / spin down)**: -6.23 / -5.91 eV
**ΔE to the lowest compared entry with this formula, charge and spin**: 1.922 eV
**Gap between HOMO and LUMO (spin up / spin down)**: 0.2319 / 0.2186 Ha
**M**: 805.86 g/mol
**LUMO (spin up / spin down)**: 0.1 / 0.0 eV
**Calculated total energy**: -2314.920644 Eh
**Multiplicity**: 2

=====

No. 2
Molecular formula: C34H42CdN4O3P2S
Method: DFT, ωB97M-V/def2-TZVPD

Each line ends with the Löwdin charge.
Geometry (Å):
Cd -0.5238 -3.0707 1.0691  1.339
C -0.0036 3.3753 4.0303  -0.133
C -0.6774 2.5235 3.2460  -0.106
C -0.8872 2.4612 1.7482  -0.188
C 0.0824 1.4990 1.0126  -0.196
C 1.4007 2.1611 0.6324  -0.097
C 1.9424 3.2343 1.2422  -0.100
C 1.3227 4.3595 2.0444  -0.201
C 1.1426 4.2404 3.6216  -0.191
C 1.1752 -1.9570 1.7139  -0.250
H -0.3239 3.5542 5.0781  0.107
H -1.2515 1.7364 3.7513  0.068
H -0.8729 3.4271 1.2347  0.096
H -1.9057 2.0396 1.6738  0.112
H 0.2084 0.6405 1.6876  0.071
H -0.4676 1.1363 0.1205  0.090
H 1.9799 1.7046 -0.1801  0.079
H 3.0351 3.3511 1.1920  0.099
H 0.3936 4.7813 1.6308  0.100
H 2.0348 5.1998 1.9527  0.099
H 2.1158 3.8578 3.9859  0.112
H 1.0007 5.2514 4.0884  0.112
H 1.1769 -1.8734 2.8196  -0.007
H 1.3728 -0.9614 1.3043  -0.039
H 1.8981 -2.7189 1.3880  -0.055
P 1.4491 -1.4221 -2.9799  1.098
P -2.2672 -1.1149 -3.1154  1.088
N 2.6267 -0.1433 -3.1956  -0.296
N 2.4231 -2.6381 -4.0509  -0.230
N -2.3664 0.6234 -3.4736  -0.279
N -3.8047 -1.4972 -4.1342  -0.245
C 0.3426 -0.8339 -4.3509  -0.417
C -1.0480 -1.5155 -4.4611  -0.417
C 3.6579 0.0178 -2.2543  -0.161
C 4.6485 0.7962 -2.8221  -0.088
C 4.2448 1.1128 -4.1572  -0.077
C 3.0051 0.5270 -4.3676  -0.152
C 2.5782 -3.9689 -3.6554  -0.180
C 2.9833 -4.7283 -4.7527  -0.104
C 3.1027 -3.8268 -5.8635  -0.092
C 2.7917 -2.5556 -5.3958  -0.160
C -2.4151 1.6384 -2.5028  -0.141
C -2.0729 2.8426 -3.0982  -0.085
C -1.8154 2.5859 -4.4808  -0.079
C -2.0649 1.2388 -4.7062  -0.182
C -4.5080 -0.8542 -5.1585  -0.138
C -5.7301 -1.5093 -5.3441  -0.092
C -5.7451 -2.6343 -4.4551  -0.107
C -4.5408 -2.6272 -3.7639  -0.190
H 0.8691 -1.0330 -5.3031  0.063
H 0.2075 0.2571 -4.2611  0.068
H -1.5042 -1.2187 -5.4242  0.071
H -0.9268 -2.6126 -4.4978  0.080
H 3.6064 -0.4891 -1.3001  0.093
H 5.5679 1.0762 -2.3488  0.090
H 4.7972 1.6617 -4.9000  0.093
H 2.3774 0.5078 -5.2558  0.098
H 2.4228 -4.2514 -2.6226  0.083
H 3.1455 -5.7947 -4.7721  0.086
H 3.3507 -4.0844 -6.8854  0.092
H 2.8454 -1.5989 -5.9098  0.091
H -2.7822 1.4236 -1.5057  0.101
H -1.9849 3.7952 -2.6043  0.093
H -1.4813 3.2598 -5.2547  0.096
H -2.1291 0.6931 -5.6445  0.098
H -4.1112 0.0097 -5.6756  0.084
H -6.5118 -1.2045 -6.0218  0.089
H -6.5445 -3.3442 -4.3323  0.086
H -4.1442 -3.3136 -3.0241  0.083
C -0.0238 0.0518 10.1629  -0.062
C 0.0020 -0.3263 8.6904  -0.273
C -0.0605 -1.6768 8.2961  -0.054
C -0.3783 -2.0416 6.9871  -0.066
C -0.6912 -1.0455 6.0459  -0.237
C -0.2942 0.2768 6.3350  -0.043
C 0.0198 0.6346 7.6543  -0.044
S -1.4503 -1.5924 4.4753  0.408
O -0.5329 -2.6405 3.9994  -0.483
O -2.7772 -2.0901 4.8069  -0.336
O -1.4116 -0.3664 3.6832  -0.383
H -0.9411 -0.3362 10.6270  0.081
H 0.8210 -0.3472 10.7421  0.076
H -0.0156 1.1382 10.3058  0.070
H 0.1231 -2.4492 9.0520  0.112
H -0.3678 -3.0783 6.6732  0.108
H -0.1886 1.0121 5.5345  0.081
H 0.2539 1.6714 7.9238  0.108

Summary:
**HOMO**: -8.15 eV
**Gap between HOMO and LUMO**: 0.1774 Ha
**M**: 761.16 g/mol
**LUMO**: -3.3 eV
**Calculated total energy**: -3013.908250 Eh